# 1
Molecular formula: C2H7FO
Method: DFT, wB97M-V/def2-TZVPD

Geometry as XYZ:
```
11
Properties=species:S:1:pos:R:3:forces:R:3
C 0.00000 0.00000 0.00000 0.61 0.17 0.35
C -1.43212 -0.40448 0.13865 -1.64 0.14 -1.22
F -1.78437 -0.55408 1.44873 0.24 -0.34 1.67
H 0.10780 0.95730 0.53717 0.21 -0.34 -0.23
H 0.33665 0.14081 -1.04089 -0.36 -0.12 0.38
H 0.65063 -0.74903 0.48190 -0.19 0.30 -0.22
H -2.14164 0.38565 -0.17398 0.57 -0.23 -0.59
H -1.74738 -1.34984 -0.34337 0.56 0.41 -0.13
O 6.30575 1.06752 -1.49451 0.15 1.10 -0.54
H 7.10072 1.39274 -1.97461 -0.88 -0.32 0.51
H 5.66745 1.81522 -1.53659 0.72 -0.79 0.03
```
Forces are in eV/Å.

Results
LUMO   0.03185 Ha
Orbital gap   0.4558 Eh
Total charge   0
SMILES   CCF.O
Energy relative to the best compared isomer or geometry (same formula, charge and spin)   0.4 kcal per mole
Spin multiplicity   1
Energy   -6952.138 eV
F_max   2.0 eV/Å

Just the Löwdin charges please, in e? Sure, here they are:
1 C -0.089
2 C -0.315
3 F -0.068
4 H 0.080
5 H 0.081
6 H 0.081
7 H 0.114
8 H 0.116
9 O -0.091
10 H 0.046
11 H 0.045

---

# 2
Molecular formula: C2H7IN3
Method: DFT, wB97M-V/def2-TZVPD

Geometry as XYZ:
```
13
Properties=species:S:1:pos:R:3:forces:R:3
C 0.08127 -0.19209 -0.16642 2.85 -2.95 -3.39
C 0.63323 -1.63013 -0.43216 2.61 0.06 4.37
N -0.74176 -0.36137 0.70229 -3.99 0.87 2.84
N 0.59998 0.69585 -0.95774 -3.43 2.77 2.78
N -1.83467 1.29797 1.07982 5.28 1.52 0.24
I -2.32547 3.03577 0.01400 0.16 -0.65 0.24
H 0.24791 -2.17189 -1.26707 -0.37 0.04 -0.45
H 0.60987 -2.19003 0.58432 -0.48 0.39 -2.00
H 1.74234 -1.37389 -0.41708 -1.13 -0.65 -0.75
H 1.23167 0.53150 -1.63969 2.15 -0.72 -2.49
H -0.00827 1.49002 -0.91770 0.59 1.20 -0.92
H -2.63092 0.89562 1.42249 -2.59 -1.46 1.09
H -1.19377 1.57954 1.90316 -1.65 -0.44 -1.57
```
Forces are in eV/Å.

Results
LUMO   -0.21625 Ha
Orbital gap   0.3018 Eh
Total charge   +1
Energy relative to the best compared isomer or geometry (same formula, charge and spin)   80.2 kcal per mole
Spin multiplicity   1
Energy   -14747.975 eV
F_max   5.5 eV/Å

Just the Löwdin charges please, in e? Sure, here they are:
1 C -0.567
2 C 0.041
3 N 0.275
4 N 0.229
5 N -0.413
6 I 0.876
7 H 0.090
8 H 0.128
9 H 0.123
10 H 0.096
11 H 0.049
12 H -0.021
13 H 0.092

---

# 3
Molecular formula: C2H7INO
Method: DFT, wB97M-V/def2-TZVPD

Geometry as XYZ:
```
12
Properties=species:S:1:pos:R:3:forces:R:3
C 0.35464 -0.49503 -1.22834 1.75 -0.68 1.29
C -0.47674 -0.50959 0.00467 0.51 -1.48 0.98
N -0.00807 -1.11577 1.06404 -0.75 0.60 -0.04
O 0.03338 1.72593 0.59776 -0.73 -3.60 0.78
I -2.44698 0.10628 -0.11339 0.06 -0.40 0.06
H 1.36085 -1.03782 -1.08107 -1.45 0.91 0.09
H -0.19767 -1.14674 -1.90246 -0.03 0.83 -0.86
H 0.57940 0.56760 -1.41060 -0.42 -0.76 -1.12
H 0.34879 2.04289 -0.18649 1.33 1.60 -3.18
H -0.54526 -1.21277 1.91945 -0.17 0.10 -0.18
H 0.97259 -1.35177 1.17005 -0.01 -0.05 -0.43
H 0.02506 2.42680 1.16637 -0.09 2.95 2.61
```
Forces are in eV/Å.

Results
LUMO   -0.16593 Ha
Orbital gap   0.3615 Eh
Total charge   +1
Energy relative to the best compared isomer or geometry (same formula, charge and spin)   16.8 kcal per mole
Spin multiplicity   1
Energy   -13818.122 eV
F_max   3.9 eV/Å

Just the Löwdin charges please, in e? Sure, here they are:
1 C -0.084
2 C -0.814
3 N 0.160
4 O -0.043
5 I 1.124
6 H 0.132
7 H 0.098
8 H 0.092
9 H 0.009
10 H 0.136
11 H 0.152
12 H 0.037

---

# 4
Molecular formula: C2H7IP2
Method: DFT, wB97M-V/def2-TZVPD

Geometry as XYZ:
```
12
Properties=species:S:1:pos:R:3:forces:R:3
C -1.08479 -0.19018 0.56490 0.07 0.03 -0.07
C 0.11259 -0.86340 -0.06439 0.32 -0.06 -0.04
P 1.71584 0.08461 -0.12820 -0.32 0.62 -0.06
P 1.40054 -1.73757 0.96745 -0.37 -0.70 -0.24
H -1.48034 0.57105 -0.10817 -0.06 0.03 0.02
H -0.82354 0.29026 1.50599 0.00 0.05 0.08
H -1.87675 -0.91358 0.75170 -0.04 -0.05 0.10
H -0.14216 -1.38410 -0.98738 0.21 -0.02 0.17
H 2.21064 -0.59161 -1.24992 0.21 -0.11 -0.26
H 1.04140 -1.10163 2.16183 -0.04 0.24 0.30
I -1.18921 3.09241 -2.11313 -0.52 0.15 -0.34
H 0.11578 2.74374 -1.30066 0.55 -0.16 0.35
```
Forces are in eV/Å.

Results
LUMO   0.01949 Ha
Orbital gap   0.3640 Eh
Total charge   0
SMILES   CC1[PH]#[PH]1.I
Energy relative to the best compared isomer or geometry (same formula, charge and spin)   15.5 kcal per mole
Spin multiplicity   1
Energy   -28864.682 eV
F_max   0.8 eV/Å

Just the Löwdin charges please, in e? Sure, here they are:
1 C -0.210
2 C -0.906
3 P 0.577
4 P 0.600
5 H 0.013
6 H 0.058
7 H 0.069
8 H 0.056
9 H -0.138
10 H -0.138
11 I 0.416
12 H -0.396

---

# 5
Molecular formula: C2H7N
Method: DFT, wB97M-V/def2-TZVPD

Geometry as XYZ:
```
10
Properties=species:S:1:pos:R:3:forces:R:3
C 0.74658 -2.72446 -7.82718 -0.27 0.10 0.54
H -0.31800 -2.61623 -8.03199 0.00 -0.39 -0.15
H 0.87886 -3.25488 -6.88431 -0.13 0.04 0.03
H 1.26696 -3.30243 -8.59066 -0.06 0.43 -0.14
H 1.09368 -1.70110 -7.68237 0.46 -0.19 -0.28
C 0.00066 2.14278 4.97604 0.16 0.01 0.01
N -0.91726 1.13399 4.81611 -0.05 0.21 0.23
H -0.19322 3.21718 4.92780 -0.30 0.04 0.02
H 1.03203 1.90602 5.21911 0.15 -0.21 -0.08
H -1.84685 1.55938 4.85062 0.05 -0.05 -0.19
```
Forces are in eV/Å.

Results
LUMO (spin up / spin down)   0.08827 / 0.08827 Ha
Expectation value of S²   0.75
Orbital gap (spin up / spin down)   0.0432 / 0.1852 Eh
Total charge   -1
Energy relative to the best compared isomer or geometry (same formula, charge and spin)   5.6 kcal per mole
Spin multiplicity   2
Energy   -3675.024 eV
F_max   0.6 eV/Å

Just the Löwdin charges please, in e? Sure, here they are:
1 C -0.054
2 H 0.012
3 H 0.013
4 H 0.014
5 H 0.015
6 C -0.472
7 N -0.261
8 H -0.078
9 H -0.084
10 H -0.105

---

# 6
Molecular formula: C2H7N
Method: DFT, wB97M-V/def2-TZVPD

Geometry as XYZ:
```
10
Properties=species:S:1:pos:R:3:forces:R:3
H 0.67618 1.46163 1.12328 1.40 0.49 0.95
N 0.95851 1.36022 0.16969 -1.81 -0.27 -1.26
C 1.00726 0.14651 -0.24201 2.84 1.92 0.28
C 0.11794 -0.50456 -1.17977 0.02 -0.04 1.75
H 1.78295 -0.53791 0.16570 -0.70 -0.48 0.34
H -0.50699 -0.02976 -1.91484 -0.07 0.43 0.08
H 0.41410 -1.52092 -1.32033 -0.06 -0.58 -0.51
H -0.31639 -0.41362 -0.08393 -1.61 -1.48 -1.65
H -2.16798 0.07544 1.99832 0.11 -0.05 -0.30
H -1.96558 -0.03701 1.28388 -0.13 0.07 0.32
```
Forces are in eV/Å.

Results
LUMO   0.04190 Ha
Orbital gap   0.3424 Eh
Total charge   0
SMILES   [H]/N=C/C.[H][H]
Energy relative to the best compared isomer or geometry (same formula, charge and spin)   93.5 kcal per mole
Spin multiplicity   1
Energy   -3673.428 eV
F_max   3.4 eV/Å

Just the Löwdin charges please, in e? Sure, here they are:
1 H 0.025
2 N 0.001
3 C -0.420
4 C -0.019
5 H 0.118
6 H 0.088
7 H 0.068
8 H 0.091
9 H 0.039
10 H 0.010

---

# 7
Molecular formula: C2H7N
Method: DFT, wB97M-V/def2-TZVPD

Geometry as XYZ:
```
10
Properties=species:S:1:pos:R:3:forces:R:3
C -1.09689 -0.45446 -0.21599 -2.18 0.74 -0.51
N -1.39160 0.75643 0.15190 -0.60 -0.95 -0.83
H -1.17813 -1.30707 0.48463 0.24 -0.28 -0.18
H -1.18009 -0.67769 -1.29987 1.68 -0.47 0.02
H -2.39156 0.33429 0.17062 0.18 0.82 1.46
C 1.45285 0.25834 0.18311 0.51 0.21 -0.99
H 0.80833 1.09944 -0.00508 0.24 0.72 0.51
H 2.51069 0.51782 0.13844 -0.07 0.12 0.17
H 1.20998 -0.21369 1.12727 -0.09 -0.25 -0.13
H 1.25641 -0.31340 -0.73505 0.10 -0.67 0.49
```
Forces are in eV/Å.

Results
LUMO   0.00302 Ha
Orbital gap   0.3030 Eh
Total charge   0
SMILES   C=N.C
Energy relative to the best compared isomer or geometry (same formula, charge and spin)   96.5 kcal per mole
Spin multiplicity   1
Energy   -3673.300 eV
F_max   2.4 eV/Å

Just the Löwdin charges please, in e? Sure, here they are:
1 C -0.199
2 N -0.088
3 H 0.082
4 H 0.090
5 H 0.104
6 C -0.067
7 H -0.005
8 H 0.028
9 H 0.029
10 H 0.026

---

# 8
Molecular formula: C2H7N
Method: DFT, wB97M-V/def2-TZVPD

Geometry as XYZ:
```
10
Properties=species:S:1:pos:R:3:forces:R:3
C 4.13172 -0.35749 1.76028 -0.12 -0.21 0.50
N 3.99575 0.15958 0.62246 0.18 0.09 -0.23
H 3.44562 -0.05885 2.55133 0.01 -0.04 0.06
H 4.88639 -1.11090 2.02073 -0.06 0.15 -0.04
H 4.71644 -0.20947 0.00646 -0.01 0.01 -0.28
C -4.24607 0.32138 -1.36915 0.38 -0.39 -0.48
H -3.20005 0.01003 -1.31478 -0.09 0.20 0.46
H -4.78624 0.20596 -0.43396 0.13 -0.17 0.01
H -4.29082 1.35150 -1.68732 -0.01 0.30 -0.09
H -4.65275 -0.31173 -2.15604 -0.41 0.07 0.10
```
Forces are in eV/Å.

Results
LUMO   0.04584 Ha
Orbital gap   0.4248 Eh
Total charge   0
SMILES   C=N.C
Energy relative to the best compared isomer or geometry (same formula, charge and spin)   20.2 kcal per mole
Spin multiplicity   1
Energy   -3676.608 eV
F_max   0.7 eV/Å

Just the Löwdin charges please, in e? Sure, here they are:
1 C -0.160
2 N 0.012
3 H 0.053
4 H 0.063
5 H 0.032
6 C -0.052
7 H 0.017
8 H 0.015
9 H 0.008
10 H 0.013